ORCA calculation (the ωB97M-V functional and the def2-TZVPD basis) on a molecular structure, C35H38BN7O5Ta.

The geometry in XYZ format:
```
87
Properties=species:S:1:pos:R:3
Ta 0.369 -0.100 0.148
C 4.789 -1.394 0.286
C 4.139 -1.394 -1.100
C 3.400 -2.681 -1.481
C 3.464 -0.072 -1.423
C 4.089 0.806 -2.313
C 3.271 1.907 -2.410
N 2.217 1.710 -1.622
N 2.311 0.508 -0.981
B 1.042 2.670 -1.399
N 0.961 2.936 0.106
C 1.190 4.093 0.728
C 0.932 3.929 2.068
C 0.521 2.603 2.220
N 0.574 1.989 1.011
C 0.030 2.047 3.532
C 1.218 1.721 4.442
C -0.915 3.045 4.208
N -0.306 2.046 -1.843
C -1.144 2.494 -2.791
C -2.413 2.024 -2.528
C -2.303 1.302 -1.334
N -1.017 1.288 -0.960
C -3.396 0.771 -0.448
C -4.738 1.385 -0.848
C -3.096 1.112 1.017
H 5.386 -2.297 0.413
H 5.445 -0.529 0.389
H 4.066 -1.359 1.095
H 4.976 -1.378 -1.803
H 2.519 -2.895 -0.885
H 3.135 -2.665 -2.543
H 4.082 -3.520 -1.338
H 5.028 0.641 -2.811
H 3.366 2.821 -2.971
H 1.246 3.679 -2.004
H 1.509 4.956 0.167
H 0.996 4.676 2.839
H -0.535 1.140 3.359
H 1.772 2.629 4.691
H 0.871 1.264 5.368
H 1.914 1.031 3.960
H -0.400 3.958 4.509
H -1.742 3.320 3.552
H -1.330 2.590 5.108
H -0.786 3.158 -3.562
H -3.308 2.240 -3.084
H -3.475 -0.310 -0.590
H -4.715 2.471 -0.746
H -5.015 1.138 -1.874
H -5.521 0.998 -0.195
H -2.807 2.161 1.106
H -3.988 0.958 1.625
H -2.308 0.495 1.446
O 2.100 -3.844 4.777
C 1.847 -3.065 3.918
C 2.406 -3.086 2.466
O 3.176 -3.878 2.003
C 1.730 -1.944 1.829
C 0.891 -1.296 2.668
O 0.197 -0.329 2.089
C 0.856 -1.871 4.020
O 0.205 -1.540 4.969
O 1.719 -1.477 0.591
N 0.448 -1.020 -1.989
C -0.724 -1.105 -2.831
C -0.690 -0.553 -4.098
C -1.826 -0.598 -4.892
C -2.979 -1.189 -4.397
C -2.988 -1.746 -3.127
C -1.850 -1.721 -2.322
C -1.852 -2.309 -0.963
C -2.573 -3.499 -0.833
C -2.812 -4.075 0.401
C -2.370 -3.410 1.530
C -1.619 -2.253 1.398
C -1.256 -1.681 0.161
H 1.138 -0.475 -2.498
H 0.886 -1.936 -1.867
H 0.222 -0.096 -4.468
H -1.811 -0.173 -5.886
H -3.875 -1.219 -5.003
H -3.897 -2.193 -2.746
H -2.950 -3.977 -1.727
H -3.358 -5.006 0.476
H -2.598 -3.783 2.520
H -1.360 -1.768 2.324
```

Its energy relative to the best compared isomer or geometry (same formula, charge and spin) is 0.0 kJ/mol. For the HOMO-LUMO gap, the calculation gives 7.4 eV. As for the net charge: +1.

***

ORCA calculation (the ωB97M-V functional and the def2-TZVPD basis) on a molecular structure, C35H38Cl3FeGe2N3O4PSSe.

The geometry in XYZ format:
```
89
Properties=species:S:1:pos:R:3
Fe 0.319 0.087 -0.541
O 0.078 1.469 0.924
N 0.673 1.118 2.032
C 1.252 2.069 2.783
C 1.922 1.737 3.942
C 1.999 0.414 4.345
C 1.389 -0.553 3.563
C 0.729 -0.186 2.407
S 0.217 -1.370 1.201
H 1.170 3.064 2.373
H 2.403 2.524 4.503
H 2.555 0.134 5.228
H 1.470 -1.605 3.798
O -3.594 0.787 -0.206
C -2.640 0.660 -0.970
O -1.647 -0.126 -0.750
C -2.647 1.399 -2.297
C -3.894 1.695 -2.840
C -4.005 2.409 -4.019
C -2.862 2.898 -4.636
C -1.619 2.639 -4.085
C -1.487 1.844 -2.944
P 0.155 1.682 -2.167
C 0.348 3.440 -1.666
C 1.339 4.265 -2.184
C 1.431 5.591 -1.780
C 0.530 6.102 -0.859
C -0.470 5.284 -0.345
C -0.562 3.962 -0.747
C 1.494 1.409 -3.341
C 1.436 1.520 -4.702
C 2.590 1.423 -5.496
C 3.861 1.321 -4.879
C 3.971 1.147 -3.540
C 2.774 0.936 -2.675
H -4.771 1.358 -2.306
H -4.981 2.612 -4.440
H -2.937 3.499 -5.533
H -0.743 3.093 -4.529
H 2.046 3.872 -2.907
H 2.209 6.224 -2.189
H 0.599 7.136 -0.547
H -1.186 5.682 0.364
H -1.348 3.332 -0.347
H 0.491 1.708 -5.195
H 2.509 1.507 -6.571
H 4.753 1.376 -5.489
H 4.943 1.032 -3.078
H 2.693 -0.168 -2.604
Cl -0.220 -2.057 -4.054
Ge 0.468 -1.826 -1.992
Cl -0.827 -3.434 -0.950
Cl 2.364 -2.969 -2.015
N 4.464 -2.161 2.210
C 5.041 -0.920 1.859
O 6.034 -0.534 2.463
C 4.369 -0.159 0.831
C 4.973 1.005 0.224
C 4.323 1.686 -0.724
C 2.921 1.342 -1.156
N 2.298 0.282 -0.345
C 3.064 -0.425 0.461
H 5.101 -2.678 2.800
H 4.144 -2.712 1.426
H 5.966 1.298 0.545
H 4.774 2.553 -1.193
H 2.327 2.246 -1.007
H 2.598 -1.299 0.909
C -3.938 -4.839 4.385
Ge -3.950 -3.570 2.908
C -5.229 -2.121 3.192
C -4.230 -4.413 1.177
C -2.107 -2.791 2.845
Se -2.048 -1.500 1.412
C -2.363 0.078 2.480
H -4.896 -5.357 4.445
H -3.764 -4.330 5.333
H -3.156 -5.584 4.240
H -6.227 -2.540 3.326
H -5.266 -1.456 2.327
H -4.987 -1.537 4.080
H -5.203 -4.905 1.156
H -3.460 -5.158 0.976
H -4.202 -3.677 0.374
H -1.427 -3.593 2.553
H -1.776 -2.345 3.782
H -3.415 0.041 2.751
H -2.182 0.930 1.833
H -1.726 0.060 3.361
```

Its energy relative to the best compared isomer or geometry (same formula, charge and spin) is 284.4 kJ/mol. The spin multiplicity is 2. For the HOMO-LUMO gap (alpha / beta), the calculation gives 4.6 / 4.6 eV. As for the net charge: 0.

***

ORCA calculation (the ωB97M-V functional and the def2-TZVPD basis) on a molecular structure, C35H38ClCsN5O6SSbTe.

The geometry in XYZ format:
```
89
Properties=species:S:1:pos:R:3
Cs -1.059 0.869 -0.697
C 2.595 3.998 1.738
C 1.788 3.033 1.101
N 0.802 2.409 1.694
C 0.520 2.709 2.987
C 1.268 3.664 3.717
C 2.332 4.304 3.041
C 0.940 3.961 5.062
C -0.125 3.310 5.634
C -0.890 2.376 4.930
C -0.609 2.029 3.600
N -1.232 1.077 2.891
C -2.532 0.792 3.008
C -3.541 1.685 3.414
C -4.898 1.375 3.295
C -5.335 0.173 2.796
C -4.368 -0.786 2.411
C -4.728 -2.037 1.856
C -3.763 -2.935 1.509
C -2.419 -2.589 1.752
N -2.039 -1.442 2.252
C -2.983 -0.515 2.554
H 3.391 4.484 1.188
H 1.961 2.787 0.059
H 2.923 5.043 3.574
H 1.524 4.693 5.607
H -0.389 3.522 6.666
H -1.715 1.880 5.425
H -3.250 2.669 3.759
H -5.625 2.128 3.586
H -6.388 -0.050 2.675
H -5.780 -2.252 1.695
H -4.001 -3.884 1.044
H -1.632 -3.296 1.506
C -3.693 -7.927 -0.808
C -3.250 -6.545 -1.207
C -2.120 -5.965 -0.639
C -1.701 -4.697 -1.016
C -2.415 -3.992 -1.973
C -3.536 -4.560 -2.559
C -3.950 -5.825 -2.172
S -1.968 -2.309 -2.385
O -2.252 -2.173 -3.802
O -2.779 -1.495 -1.507
N -0.473 -2.132 -1.965
C 0.568 -2.720 -2.624
C 0.465 -3.487 -3.811
C 1.597 -4.046 -4.358
C 2.833 -3.860 -3.746
C 2.845 -3.098 -2.591
N 1.773 -2.541 -2.040
H -3.452 -8.132 0.236
H -3.197 -8.689 -1.416
H -4.769 -8.049 -0.940
H -1.562 -6.508 0.116
H -0.827 -4.240 -0.570
H -4.077 -3.999 -3.310
H -4.835 -6.261 -2.623
H -0.492 -3.601 -4.297
H 1.517 -4.626 -5.271
H 3.746 -4.281 -4.145
H 3.782 -2.923 -2.066
O -0.525 2.758 -3.265
Cl -0.846 3.881 -2.403
O -0.570 5.115 -3.087
O -0.038 3.780 -1.208
O -2.237 3.808 -2.037
C 1.406 -3.184 1.556
Te 1.521 -1.153 2.212
C 3.366 -0.833 1.170
H 1.279 -3.190 0.474
H 0.540 -3.637 2.037
H 2.302 -3.733 1.839
H 4.221 -1.288 1.667
H 3.511 0.246 1.101
H 3.246 -1.230 0.162
C 2.978 3.036 -3.094
Sb 2.499 1.040 -2.449
C 4.558 0.404 -2.394
C 2.112 0.306 -4.429
H 3.770 3.012 -3.845
H 3.297 3.642 -2.244
H 2.078 3.486 -3.512
H 5.054 0.661 -3.331
H 4.614 -0.673 -2.238
H 5.069 0.899 -1.567
H 2.845 0.709 -5.129
H 1.112 0.621 -4.725
H 2.156 -0.783 -4.432
```

Its energy relative to the best compared isomer or geometry (same formula, charge and spin) is 16.1 kJ/mol. For the HOMO-LUMO gap, the calculation gives 5.1 eV. As for the net charge: -2.

***

ORCA calculation (the ωB97M-V functional and the def2-TZVPD basis) on a molecular structure, C35H38FN3O3SiW at a distorted geometry.

The geometry in XYZ format:
```
82
Properties=species:S:1:pos:R:3
C -1.345 -2.828 0.523
C -1.164 -3.566 1.743
C -1.711 -2.813 2.823
H -0.703 -4.541 1.817
C -2.286 -1.629 2.278
C -2.064 -1.635 0.869
H -2.526 -0.955 0.172
H -1.062 -3.151 -0.476
H -1.733 -3.109 3.871
H -2.850 -0.868 2.820
W 0.103 -1.522 1.802
C 4.279 -3.592 1.352
H 4.129 -3.066 2.300
H 4.777 -2.912 0.636
H 4.926 -4.457 1.553
Si 2.686 -4.328 0.537
C 2.592 -5.616 -0.810
C 1.322 -6.130 -1.160
H 0.465 -6.044 -0.480
C 1.115 -6.684 -2.425
H 0.109 -6.978 -2.728
C 2.184 -6.784 -3.323
H 2.009 -7.132 -4.350
C 3.477 -6.444 -2.902
H 4.318 -6.540 -3.593
C 3.699 -5.906 -1.626
H 4.714 -5.644 -1.297
C 1.802 -5.119 2.034
C 1.368 -6.451 1.988
H 1.637 -7.079 1.134
C 0.584 -6.988 3.025
H 0.195 -8.000 2.924
C 0.286 -6.217 4.154
H -0.360 -6.615 4.946
C 0.809 -4.919 4.263
H 0.587 -4.311 5.148
C 1.612 -4.399 3.233
H 2.063 -3.401 3.346
H 1.291 -2.682 1.037
H 1.840 -3.380 -0.250
F -4.115 2.943 0.153
C -2.755 3.165 0.035
C -1.939 2.084 0.249
C -0.594 2.158 -0.170
C 0.269 1.039 0.020
O -0.225 -0.038 0.572
C 1.594 1.099 -0.437
C 2.013 2.265 -1.048
N 1.233 3.380 -1.222
C 1.784 4.503 -1.881
C 3.238 4.836 -1.751
C 2.724 4.278 -3.034
C -0.102 3.347 -0.786
C -0.960 4.447 -0.947
C -2.297 4.397 -0.479
N -3.141 5.515 -0.565
C -3.205 6.216 -1.840
C -3.577 7.674 -1.635
N -4.786 7.703 -0.788
C -4.678 7.045 0.539
C -4.309 5.589 0.277
C 2.625 -0.006 -0.284
O 3.447 -0.069 -1.218
O 2.549 -0.746 0.750
H -2.330 1.177 0.708
H 3.016 2.388 -1.434
H 1.154 5.381 -1.987
H 3.497 5.897 -1.746
H 3.865 4.206 -1.123
H 2.984 3.251 -3.287
H 2.631 4.964 -3.879
H -0.595 5.358 -1.423
H -3.953 5.743 -2.515
H -2.231 6.130 -2.336
H -2.801 8.229 -1.108
H -3.823 8.169 -2.574
H -5.082 8.671 -0.637
H -5.507 7.173 -1.289
H -5.641 7.126 1.061
H -3.897 7.565 1.105
H -5.169 5.073 -0.189
H -4.084 5.110 1.240
```

Its energy relative to the best compared isomer or geometry (same formula, charge and spin) is 258.5 kJ/mol. The spin multiplicity is 3. For the HOMO-LUMO gap (alpha / beta), the calculation gives 6.1 / 6.1 eV. As for the net charge: +2.

***

ORCA calculation (the ωB97M-V functional and the def2-TZVPD basis) on a molecular structure, C35H38HoN6O2S at a distorted geometry.

The geometry in XYZ format:
```
83
Properties=species:S:1:pos:R:3
Ho -0.462 -0.196 0.479
C -1.091 -2.423 1.638
C -0.025 -1.864 2.386
C -0.507 -0.701 3.028
C -1.866 -0.546 2.689
C -2.227 -1.606 1.829
H -1.097 -3.409 1.201
H 0.913 -2.353 2.598
H 0.024 -0.129 3.772
H -2.520 0.225 3.065
H -3.227 -1.841 1.505
N 5.057 1.602 4.017
C 3.821 1.950 3.508
C 3.665 2.220 2.143
C 2.425 2.545 1.633
C 1.318 2.596 2.474
C 1.459 2.345 3.832
C 2.696 2.006 4.342
S -0.203 3.218 1.866
O 0.094 4.360 1.054
O -1.113 3.312 2.969
N -0.676 1.939 0.887
C -1.958 2.015 0.384
N -2.460 0.842 -0.091
C -3.748 0.822 -0.444
C -4.544 1.931 -0.392
C -3.916 3.110 0.009
N -2.652 3.160 0.386
H 5.866 1.841 3.472
H 5.188 1.695 5.009
H 4.534 2.199 1.493
H 2.320 2.820 0.587
H 0.592 2.424 4.478
H 2.811 1.806 5.402
H -4.131 -0.132 -0.785
H -5.588 1.896 -0.672
H -4.454 4.055 0.021
C 3.263 -0.961 0.877
C 2.853 -2.392 0.678
C 3.501 -3.418 1.349
C 3.092 -4.735 1.196
C 2.023 -5.031 0.371
C 1.359 -4.032 -0.337
C 0.177 -4.402 -1.204
C 1.802 -2.717 -0.181
N 1.152 -1.632 -0.872
C 1.299 -1.522 -2.129
C 2.127 -2.431 -2.981
C 0.567 -0.378 -2.806
C 0.732 -0.199 -4.285
N -0.151 0.359 -2.062
C -0.886 1.443 -2.667
C -0.388 2.738 -2.514
C 0.937 3.000 -1.839
C -1.128 3.790 -3.042
C -2.317 3.556 -3.711
C -2.784 2.260 -3.861
C -2.079 1.180 -3.347
C -2.598 -0.225 -3.532
H 3.999 -0.878 1.674
H 2.421 -0.343 1.175
H 3.687 -0.521 -0.030
H 4.330 -3.177 2.007
H 3.602 -5.528 1.731
H 1.687 -6.058 0.266
H -0.476 -5.091 -0.669
H 0.499 -4.915 -2.115
H -0.416 -3.539 -1.493
H 2.697 -3.136 -2.385
H 2.812 -1.853 -3.602
H 1.474 -2.990 -3.659
H 1.790 -0.131 -4.548
H 0.228 0.699 -4.627
H 0.321 -1.061 -4.817
H 1.753 2.967 -2.566
H 1.146 2.259 -1.074
H 0.939 3.976 -1.360
H -0.761 4.803 -2.923
H -2.886 4.385 -4.111
H -3.721 2.078 -4.380
H -3.685 -0.223 -3.623
H -2.329 -0.875 -2.701
H -2.203 -0.676 -4.449
```

The spin multiplicity is 5. For the HOMO-LUMO gap (alpha / beta), the calculation gives 7.0 / 7.0 eV. As for the net charge: +1.

***

- Number 5 is which compound?
  C35H38HoN6O2S

***

- Look up the net charge of the fourth one.
  +2